Computed, not measured: a 9-piece molecular cluster, C26H74N4O13 overall, with ωB97M-V/def2-TZVPD.

Structure (ORCA input):
```
! RIJCOSX wB97M-V def2-TZVPD def2/J DEFGRID3
* xyz 0 1
C -1.345 4.572 6.347
O -0.721 4.811 5.093
C 0.655 4.508 5.018
C 0.877 3.711 3.679
N 0.194 2.399 3.717
C -0.297 2.083 2.416
C -1.651 2.854 2.430
O -2.410 2.655 3.610
C -3.663 3.349 3.757
H -2.388 4.861 6.219
H -0.861 5.057 7.195
H -1.230 3.497 6.485
H 0.919 3.902 5.884
H 1.035 5.519 5.169
H 1.939 3.576 3.474
H 0.530 4.346 2.863
H -0.726 2.662 4.041
H -0.464 1.007 2.359
H 0.295 2.233 1.513
H -2.311 2.495 1.641
H -1.549 3.938 2.374
H -4.082 2.979 4.693
H -4.389 3.147 2.969
H -3.560 4.433 3.808
C 0.097 -5.206 -5.641
O 0.746 -3.981 -5.267
C 1.543 -4.046 -4.064
C 1.666 -2.611 -3.402
N 2.266 -1.684 -4.321
C 3.582 -2.096 -4.682
C 4.477 -1.151 -5.608
O 4.928 0.119 -5.134
C 3.989 1.175 -5.005
H 0.744 -6.070 -5.494
H -0.306 -5.144 -6.652
H -0.741 -5.251 -4.946
H 2.435 -4.662 -4.181
H 1.010 -4.588 -3.283
H 2.086 -2.573 -2.397
H 0.671 -2.211 -3.207
H 1.748 -1.825 -5.177
H 3.565 -3.053 -5.205
H 4.192 -2.200 -3.785
H 3.790 -1.009 -6.443
H 5.343 -1.728 -5.932
H 3.115 1.023 -4.373
H 3.526 1.395 -5.967
H 4.450 2.066 -4.578
C -2.850 4.024 -4.538
O -4.138 4.265 -4.204
C -4.466 4.789 -2.905
C -3.966 6.246 -2.553
N -3.249 6.359 -1.232
C -1.826 6.607 -1.240
C -1.004 5.411 -1.759
O -0.993 4.415 -0.699
C -0.176 3.322 -1.031
H -2.889 3.503 -5.495
H -2.271 3.309 -3.953
H -2.413 4.978 -4.832
H -4.306 4.147 -2.039
H -5.554 4.848 -2.922
H -4.734 7.016 -2.482
H -3.324 6.641 -3.339
H -3.718 6.958 -0.568
H -1.539 6.840 -0.214
H -1.613 7.521 -1.795
H -0.048 5.732 -2.172
H -1.568 5.028 -2.610
H 0.672 3.305 -0.346
H -0.046 3.052 -2.079
H -0.620 2.419 -0.614
C -0.917 -9.462 5.708
O -0.104 -8.629 4.772
C -0.670 -7.385 4.578
C -0.200 -6.711 3.282
N -0.800 -5.395 3.049
C -0.337 -4.677 1.906
C -1.235 -4.801 0.691
O -2.437 -4.032 0.892
C -2.805 -3.172 -0.187
H -1.357 -8.820 6.472
H -0.337 -10.191 6.272
H -1.730 -9.987 5.207
H -0.393 -6.829 5.473
H -1.759 -7.355 4.599
H -0.644 -7.391 2.554
H 0.805 -6.931 2.923
H -1.767 -5.568 2.815
H 0.670 -5.021 1.667
H -0.268 -3.619 2.159
H -1.492 -5.825 0.421
H -0.705 -4.536 -0.224
H -2.800 -3.638 -1.173
H -2.103 -2.338 -0.185
H -3.782 -2.752 0.052
C 4.183 0.547 1.278
C 2.903 1.443 1.002
O 3.110 2.415 -0.013
H 3.785 -0.394 1.659
H 4.871 0.973 2.008
H 4.732 0.260 0.380
H 2.642 2.107 1.826
H 2.036 0.842 0.729
H 2.756 2.138 -0.861
O 1.061 -1.398 2.796
H 1.118 -1.000 3.664
H 0.154 -1.700 2.730
O 0.027 -0.823 -0.257
H 0.599 -0.176 0.156
H 0.611 -1.543 -0.493
O 2.221 -2.452 -0.305
H 2.175 -2.571 0.644
H 3.043 -2.871 -0.559
O 2.704 0.020 -1.883
H 3.436 -0.453 -2.278
H 1.929 -0.317 -2.333
*
```

- energy relative to the best compared isomer or geometry (same formula, charge and spin) (kcal/mol) = 122.2
- structure (SMILES) = COCCNCCOC.COCCNCCOC.COCCNCCOC.COCCNCCOC.CCO.O.O.O.O
- gap between HOMO and LUMO (hartree) = 0.3188
- max |F| (eV/A) = 3.2

Atom charges from the Löwdin analysis, given in e for atoms 1 to 8: number 1, C, carries -0.09; number 2, O, carries -0.24; number 3, C, carries -0.19; number 4, C, carries -0.17; number 5, N, carries -0.04; number 6, C, carries -0.20; number 7, C, carries -0.20; number 8, O, carries -0.23

Computed, not measured: C2H3BiO as an isolated structure, with ωB97M-V/def2-TZVPD.

Structure (ORCA input):
```
! RIJCOSX wB97M-V def2-TZVPD def2/J DEFGRID3
* xyz 1 2
C 1.204 0.317 -0.859
C 0.764 -0.835 -0.269
O -0.425 -0.950 0.251
Bi -1.912 0.532 0.155
H 1.262 1.241 -0.275
H 1.418 0.309 -1.930
H 1.205 -1.783 -0.629
*
```

- energy relative to the best compared isomer or geometry (same formula, charge and spin) (kcal/mol) = 0.0
- expectation value of S² = 0.763
- gap between HOMO and LUMO (spin up / spin down) (hartree) = 0.2163 / 0.2099
- max |F| (eV/A) = 3.3

In elementary charge units, the natural (NBO) charges are: number 1, C, carries -0.49; number 2, C, carries 0.27; number 3, O, carries -0.75; number 4, Bi, carries 1.26; number 5, H, carries 0.24; number 6, H, carries 0.26; number 7, H, carries 0.21

Computed, not measured: C36H33Cl2N9O4RuS2 as an isolated structure, with ωB97M-V/def2-TZVPD.

Structure (ORCA input):
```
! RIJCOSX wB97M-V def2-TZVPD def2/J DEFGRID3
* xyz 1 2
Ru -0.016 0.832 -0.489
O -0.237 -1.864 2.633
S -1.168 -1.209 1.742
O -1.678 0.070 2.156
N -0.538 -1.006 0.259
C 0.053 -2.068 -0.437
C 0.130 -3.387 -0.058
C 0.711 -4.343 -0.924
C 1.203 -4.000 -2.150
C 1.134 -2.651 -2.572
C 1.615 -2.183 -3.818
C 1.512 -0.861 -4.137
C 0.941 0.029 -3.209
N 0.484 -0.381 -2.050
C 0.562 -1.705 -1.712
C -2.515 -2.336 1.531
C -3.173 -2.457 0.315
C -4.235 -3.344 0.210
C -4.630 -4.093 1.310
C -3.958 -3.970 2.518
C -2.888 -3.096 2.633
H -0.241 -3.706 0.905
H 0.760 -5.371 -0.592
H 1.651 -4.739 -2.801
H 2.068 -2.886 -4.506
H 1.871 -0.477 -5.081
H 0.856 1.088 -3.416
H -2.848 -1.877 -0.536
H -4.747 -3.457 -0.737
H -5.457 -4.785 1.222
H -4.261 -4.563 3.371
H -2.342 -3.003 3.562
Cl 1.665 6.571 -5.495
C 1.094 5.365 -4.385
C -0.273 5.046 -4.365
C -0.749 4.101 -3.498
Cl -2.441 3.724 -3.484
C 0.099 3.400 -2.585
O -0.420 2.527 -1.799
C 1.466 3.757 -2.640
C 2.384 3.148 -1.723
O 2.096 2.288 -0.902
C 1.950 4.733 -3.533
H -0.953 5.549 -5.038
H 3.425 3.516 -1.765
H 3.005 4.979 -3.532
C -5.309 0.808 -0.343
N -4.426 1.702 0.386
C -4.793 2.554 1.411
C -3.682 3.162 1.841
N -2.617 2.687 1.063
C -3.095 1.770 0.189
S -2.336 0.818 -0.967
C -1.297 3.154 1.265
C -1.167 4.459 1.722
C 0.067 4.910 2.140
C 1.134 4.034 2.091
C 0.931 2.788 1.538
N -0.257 2.336 1.095
H -6.324 0.966 0.012
H -5.012 -0.225 -0.166
H -5.258 1.019 -1.410
H -5.810 2.634 1.749
H -3.535 3.848 2.652
H -2.027 5.111 1.734
H 0.186 5.924 2.497
H 2.121 4.314 2.428
H 1.764 2.124 1.406
C 2.734 -3.580 2.590
C 4.155 -3.032 2.515
C 4.875 -3.509 1.258
C 4.173 -1.508 2.654
N 3.420 -0.828 1.599
C 2.154 -0.433 1.582
N 1.904 0.070 0.391
N 3.053 -0.039 -0.321
N 3.958 -0.577 0.393
H 2.751 -4.670 2.576
H 2.138 -3.253 1.735
H 2.217 -3.260 3.496
H 4.712 -3.388 3.388
H 4.348 -3.194 0.355
H 4.923 -4.598 1.249
H 5.893 -3.123 1.204
H 5.187 -1.116 2.609
H 3.721 -1.209 3.599
H 1.460 -0.552 2.398
*
```

- energy relative to the best compared isomer or geometry (same formula, charge and spin) (kcal/mol) = 10.9
- expectation value of S² = 0.754
- gap between HOMO and LUMO (spin up / spin down) (hartree) = 0.2739 / 0.2484
- max |F| (eV/A) = 1.0

Atom charges from the Löwdin analysis, given in e for atoms 1 to 8: number 1, Ru, carries 1.21; number 2, O, carries -0.31; number 3, S, carries 0.59; number 4, O, carries -0.30; number 5, N, carries -0.31; number 6, C, carries -0.27; number 7, C, carries -0.02; number 8, C, carries -0.05

Computed, not measured: a 3-piece molecular cluster, C2Br4S overall, with ωB97M-V/def2-TZVPD.

Structure (ORCA input):
```
! RIJCOSX wB97M-V def2-TZVPD def2/J DEFGRID3
* xyz 0 1
C 0.556 1.002 -0.487
C 1.083 0.758 0.593
S -2.089 -0.285 1.083
Br -0.031 1.938 -1.931
Br 2.530 -2.841 -1.546
Br 1.792 0.191 2.221
Br -3.843 -0.764 0.067
*
```

- gap between HOMO and LUMO (spin up / spin down) (hartree) = 0.2421 / 0.2055
- max |F| (eV/A) = 2.1

In elementary charge units, the natural (NBO) charges are: number 1, C, carries -0.22; number 2, C, carries -0.18; number 3, S, carries -0.03; number 4, Br, carries 0.21; number 5, Br, carries 0.00; number 6, Br, carries 0.20; number 7, Br, carries 0.02

Computed, not measured: C6H10O as an isolated structure, with ωB97M-V/def2-TZVPD.

Structure (ORCA input):
```
! RIJCOSX wB97M-V def2-TZVPD def2/J DEFGRID3
* xyz 0 1
C -1.960 -0.106 0.374
C -0.525 -0.220 0.840
O -0.167 -1.606 1.033
C 1.405 -1.072 0.106
C 0.768 -0.867 -1.215
C 0.565 0.162 -0.137
C 1.088 1.568 -0.266
H -2.227 0.947 0.233
H -2.097 -0.634 -0.574
H -2.641 -0.542 1.113
H -0.388 0.331 1.783
H 1.037 -1.651 1.150
H 1.468 -0.554 -1.990
H 0.000 -1.559 -1.551
H 0.363 2.210 -0.780
H 1.290 2.000 0.720
H 2.021 1.592 -0.840
*
```

- energy relative to the best compared isomer or geometry (same formula, charge and spin) (kcal/mol) = 109.5
- gap between HOMO and LUMO (hartree) = 0.3476
- max |F| (eV/A) = 0.3

Atom charges from the natural (NBO) analysis, given in e for atoms 1 to 8: number 1, C, carries -0.63; number 2, C, carries 0.11; number 3, O, carries -0.63; number 4, C, carries 0.02; number 5, C, carries -0.50; number 6, C, carries -0.16; number 7, C, carries -0.60; number 8, H, carries 0.21

Computed, not measured: C12H13ClN2O2Sn as an isolated structure, with ωB97M-V/def2-TZVPD.

Structure (ORCA input):
```
! RIJCOSX wB97M-V def2-TZVPD def2/J DEFGRID3
* xyz 2 1
Cl -3.714 0.307 -1.690
C 0.601 -2.686 -1.609
C 1.750 -1.931 -1.212
C 1.656 -0.627 -1.828
H 2.613 -2.361 -0.708
C 0.413 -0.537 -2.549
C -0.234 -1.830 -2.412
H -1.183 -2.093 -2.840
H 0.490 -3.759 -1.486
H 2.392 0.150 -1.742
C -0.235 0.684 -3.070
Sn -0.252 -0.726 -0.270
C 0.445 -2.721 1.771
C -2.887 -1.178 0.157
O 0.324 -3.226 2.796
O -3.720 -1.465 0.921
H 0.091 1.582 -2.538
H -1.331 0.659 -2.976
H 0.024 0.824 -4.125
C 1.374 2.291 0.718
C 0.441 1.755 1.736
N -0.205 0.584 1.676
C -0.968 0.457 2.826
C -0.747 1.560 3.610
N 0.134 2.342 2.892
H 1.076 3.294 0.401
H 2.390 2.375 1.114
H 1.468 1.691 -0.193
H -1.596 -0.480 2.933
H -1.171 1.811 4.574
H 0.562 3.252 3.124
*
```

- energy relative to the best compared isomer or geometry (same formula, charge and spin) (kcal/mol) = 55.7
- gap between HOMO and LUMO (spin up / spin down) (hartree) = 0.1709 / 0.1708
- max |F| (eV/A) = 4.7

Atom charges from the natural (NBO) analysis, given in e for atoms 1 to 8: number 1, Cl, carries -0.23; number 2, C, carries -0.29; number 3, C, carries -0.33; number 4, C, carries -0.28; number 5, H, carries 0.29; number 6, C, carries -0.05; number 7, C, carries -0.32; number 8, H, carries 0.30

> Look up the max |F| of the first one.

3.2 eV/A